No. 1
{"formula": "C38H60N2O18S3", "method": "ωB97M-V with the def2-TZVPD basis set", "elements": ["S", "S", "S", "O", "O", "O", "O", "O", "O", "O", "O", "O", "O", "O", "O", "O", "O", "O", "O", "O", "O", "N", "N", "C", "C", "C", "C", "C", "C", "C", "C", "C", "C", "C", "C", "C", "C", "C", "C", "C", "C", "C", "C", "C", "C", "C", "C", "C", "C", "C", "C", "C", "C", "C", "C", "C", "C", "C", "C", "C", "C", "H", "H", "H", "H", "H", "H", "H", "H", "H", "H", "H", "H", "H", "H", "H", "H", "H", "H", "H", "H", "H", "H", "H", "H", "H", "H", "H", "H", "H", "H", "H", "H", "H", "H", "H", "H", "H", "H", "H", "H", "H", "H", "H", "H", "H", "H", "H", "H", "H", "H", "H", "H", "H", "H", "H", "H", "H", "H", "H", "H"], "coordinates": [[2.47999, 1.46291, -0.02884], [2.71427, -0.70925, -2.26613], [-4.31164, 3.65399, -0.12326], [6.55847, -3.86980, -0.32476], [-0.04563, 9.42291, -0.67380], [-6.07327, -9.21787, 2.83392], [-1.83954, -8.87073, 1.30853], [-6.90300, -9.01982, 4.91452], [-7.93841, -7.97831, 3.18777], [0.38858, 8.67337, -2.74788], [-2.30061, -9.65169, -0.74827], [-1.09372, -4.16647, -0.03457], [-0.66959, -2.32870, -1.35248], [1.33013, 7.64388, -0.96011], [4.48181, -3.07048, -0.65233], [-5.45052, 2.97608, -0.86638], [-4.89494, 4.88674, 0.49482], [-3.01193, 3.83297, -1.20172], [-1.75884, -11.10363, 0.90863], [5.97410, -1.86358, 0.55365], [-3.52910, 2.54176, 0.88651], [2.41047, 3.57459, -4.49307], [2.75646, 2.01310, -2.79088], [-0.28544, -3.23946, -0.29364], [-2.30467, 2.03202, 0.20849], [-2.70211, -8.28602, -0.71433], [1.87607, 2.39750, -3.88054], [0.07631, 1.73641, 1.46815], [-7.05551, -8.67122, 3.60453], [6.60710, -5.73787, -1.86404], [-2.97241, 0.87389, -0.72766], [3.84436, 2.95250, -2.71597], [5.78332, -4.92444, -0.88966], [-2.54246, -6.56078, 1.11731], [-1.44174, 4.66861, 0.39838], [-1.89994, -7.74614, 0.43236], [3.64487, 4.02000, -3.84094], [4.55241, 5.54268, 2.21205], [5.10170, 4.35863, 1.26878], [-4.43349, -10.97435, 3.13170], [5.69916, -2.84134, -0.07886], [-0.82543, 3.12876, -1.82718], [2.14174, 6.09737, 1.43447], [-0.67476, 9.61759, -2.85317], [-1.94710, -9.98122, 0.52645], [-1.77260, 3.35909, -0.52279], [4.65559, -4.17350, -1.53492], [-1.88850, -0.08993, -1.42061], [-1.77774, -1.55292, -0.74415], [2.98238, 5.38392, 2.60245], [1.06296, -3.09557, 0.55322], [-0.51890, 10.40671, -1.58661], [-0.53530, 10.45042, -4.10876], [0.02824, 5.27842, 0.12682], [-5.93215, -10.05998, 4.94324], [1.01479, 0.62989, 0.75079], [-1.48861, 1.39865, 1.43005], [2.64986, 0.89630, -1.80889], [0.62416, 8.49785, -1.41818], [-5.10345, -9.75686, 3.72976], [0.52600, 5.89637, 1.57286], [5.26398, 4.70038, 0.17512], [2.79131, 4.24569, 2.67713], [-3.57882, 1.34908, -1.59014], [5.42873, -5.56041, -0.07058], [4.90201, -3.78489, -2.52827], [6.00663, -6.52286, -2.32928], [2.31355, 7.23819, 1.49160], [4.41678, 3.43756, 1.23358], [-2.18439, 5.51668, 0.14093], [6.12718, 3.98734, 1.64616], [2.82679, 5.87866, 3.62652], [7.45396, -6.20092, -1.35137], [3.74143, -4.76645, -1.60148], [5.23269, 5.58480, 3.13442], [-1.61974, 9.06300, -2.86985], [-3.71757, -11.41404, 3.82953], [1.98707, -2.93368, -0.10410], [-6.45393, -11.02058, 4.88589], [1.17485, -4.05219, 1.18913], [-1.62212, 4.43806, 1.50894], [-1.32548, 11.20177, -4.17366], [1.44036, -0.04366, 1.59095], [-1.94064, 1.84787, 2.39657], [-2.47112, -7.78879, -1.65787], [-3.74639, 0.30191, -0.09523], [-3.53937, -6.81476, 1.49006], [4.27531, 4.93104, -4.09460], [-1.62897, 0.25923, 1.54560], [-1.34369, 2.35777, -2.51405], [-0.87663, -7.49846, 0.12848], [-3.90784, -10.70464, 2.21362], [-3.78310, -8.24834, -0.54609], [-5.35140, -10.02484, 5.86659], [0.07147, 6.04503, -0.72765], [-4.36003, -8.97753, 3.93284], [-1.46103, 10.83632, -1.24199], [-0.58360, 9.81261, -4.99494], [-1.95262, -6.25859, 1.98637], [0.43458, 10.95456, -4.13986], [4.73365, 2.99964, -2.00235], [2.53344, 5.77987, 0.39805], [-2.76757, -2.13031, -0.89838], [-0.83128, 4.12109, -2.39181], [0.92229, 1.84212, -4.14328], [-2.27090, -0.29026, -2.49593], [0.33152, 5.03816, 2.32640], [-0.86034, 0.40963, -1.56346], [0.91116, -2.24290, 1.31372], [-1.56983, -1.52642, 0.37852], [0.38366, 1.72511, 2.58460], [0.43911, -0.05881, 0.04578], [7.02705, -5.10279, -2.64891], [0.81945, 4.46719, -0.11644], [4.66512, 6.54692, 1.64905], [0.21047, 2.74845, -1.54112], [-2.62621, -5.71154, 0.43858], [0.23105, 11.20095, -1.65720], [0.36717, 2.76262, 1.06445], [-5.17086, -11.73398, 2.85729], [-0.03014, 6.84762, 1.86310]], "energy_ha": -4142.0780, "spin_multiplicity": 1, "fmax_ev_per_a": 7.136, "total_charge": 0}

---

No. 2
{"formula": "C6H13NO2", "method": "ωB97M-V with the def2-TZVPD basis set", "elements": ["O", "O", "N", "C", "C", "C", "C", "C", "C", "H", "H", "H", "H", "H", "H", "H", "H", "H", "H", "H", "H", "H"], "coordinates": [[-2.20678, 1.02446, -0.33301], [-1.02264, 1.91490, -0.10303], [-0.21664, 0.73865, 0.25573], [-1.32604, -0.11782, -0.01274], [1.97738, 1.72744, 0.30447], [-1.90733, -0.78451, 1.21227], [1.07316, 0.68934, -0.44088], [1.86769, -0.65692, -0.06190], [-1.38688, -1.06075, -1.17791], [1.73794, 1.66841, 1.32367], [1.75575, -0.90039, 1.05415], [1.58223, 2.72638, 0.06949], [-1.12979, -1.55519, 1.65482], [-1.19389, -0.81856, -2.25101], [1.49096, -1.50243, -0.56650], [3.09462, 1.60856, 0.15527], [2.94093, -0.63342, -0.14458], [-2.79340, -1.39907, 0.84753], [-2.18384, -0.01806, 1.94250], [-0.80455, -1.99906, -0.98145], [1.03891, 0.85620, -1.54503], [-2.38779, -1.50815, -1.20187]], "spin_multiplicity": 1, "fmax_ev_per_a": 2.901, "relative_energy_kj_mol": 641.4, "total_charge": 0}

---

No. 3
{"formula": "C2H6IN2", "method": "ωB97M-V with the def2-TZVPD basis set", "elements": ["I", "N", "N", "C", "C", "H", "H", "H", "H", "H", "H"], "coordinates": [[2.21204, -1.56468, -0.07340], [-0.97174, 0.89504, 1.00831], [-1.68685, -0.96089, -0.30209], [-1.01815, 0.14169, -0.00696], [2.36195, 0.39340, -0.84635], [-1.28042, 0.70975, 2.03366], [1.31568, 0.68239, -0.97745], [3.27880, 0.81442, -1.05535], [-0.56861, 1.87805, 0.95974], [-2.15618, -1.44704, 0.42466], [-1.48652, -1.54213, -1.16478]], "spin_multiplicity": 1, "fmax_ev_per_a": 4.050, "relative_energy_kj_mol": 435.2, "total_charge": 1}

---

No. 4
{"formula": "C4H11NO2", "method": "ωB97M-V with the def2-TZVPD basis set", "elements": ["O", "O", "N", "C", "C", "C", "C", "H", "H", "H", "H", "H", "H", "H", "H", "H", "H", "H"], "coordinates": [[-0.06962, -2.65203, -0.23662], [0.33136, 1.10297, -1.34227], [-1.39618, -0.34220, 0.15981], [-0.02329, -0.20761, 0.50709], [0.64597, 1.04330, 0.06970], [-0.05107, 2.20969, 0.87428], [0.76096, -1.49262, -0.10010], [-0.95003, -2.14313, -0.32671], [1.25480, -1.25599, -0.93613], [-2.05447, -0.13180, 0.85606], [0.29620, 1.93212, -1.66537], [1.60236, -1.73964, 0.65618], [-1.47922, 0.34271, -0.50171], [-0.21747, 1.75010, 1.84683], [-0.97264, 2.68828, 0.50339], [1.66605, 1.12736, 0.31926], [0.56819, 3.14546, 1.06870], [-0.02982, -0.24415, 1.58613]], "spin_multiplicity": 1, "fmax_ev_per_a": 5.597, "relative_energy_kj_mol": 234.8, "total_charge": 0}

---

No. 5
{"formula": "C24H32ClO3P2Sc", "method": "ωB97M-V with the def2-TZVPD basis set", "elements": ["Sc", "Cl", "P", "P", "O", "O", "O", "C", "C", "C", "C", "C", "C", "C", "C", "C", "C", "C", "C", "C", "C", "C", "C", "C", "C", "C", "C", "C", "C", "C", "C", "H", "H", "H", "H", "H", "H", "H", "H", "H", "H", "H", "H", "H", "H", "H", "H", "H", "H", "H", "H", "H", "H", "H", "H", "H", "H", "H", "H", "H", "H", "H", "H"], "coordinates": [[-0.48009, 0.48995, 1.49062], [-2.22166, 1.81083, 0.50941], [0.69897, 0.63513, -0.79267], [-1.61739, -1.79118, 1.28213], [-2.15895, -1.81423, -0.27262], [0.21351, 0.22695, 3.24417], [-2.60032, -2.81058, 2.11970], [-2.61894, -2.51532, 3.59471], [1.32905, 2.29381, -1.34917], [-2.21453, 0.13355, -3.68490], [4.38015, -2.16607, -0.20005], [4.56267, -0.83092, -0.57301], [1.52990, 0.54853, 3.74265], [-3.45703, -2.21821, -0.77372], [1.05957, 3.47455, -0.62384], [2.15115, -0.52000, -0.73944], [1.47134, 4.71613, -1.11517], [3.07336, -2.67824, -0.13342], [1.96471, -1.87657, -0.39220], [2.45390, 3.67166, -3.03799], [-0.20756, 0.08320, -2.30449], [2.02463, 2.42276, -2.57148], [-1.74973, -0.94247, -4.44589], [2.17094, 4.83905, -2.31664], [-1.47597, 0.61433, -2.61156], [1.54317, 2.00358, 4.18136], [0.25384, -0.99809, -3.06183], [-0.52612, -1.51367, -4.09748], [3.45992, -0.01443, -0.83149], [-3.52361, -1.34622, 3.90172], [-4.62898, -2.21392, 0.21380], [-1.57826, -2.22826, 3.81188], [1.68138, -0.03344, 4.66007], [0.50569, 3.42215, 0.31612], [-3.36229, -3.24227, -1.16091], [-3.91118, -1.39485, 4.91489], [-3.19209, 0.55196, -3.91277], [0.96679, -2.30235, -0.28126], [-2.93487, -0.43280, 3.82182], [-0.18727, -2.40232, -4.62579], [1.32910, 2.73679, 3.38861], [3.61989, 1.03254, -1.08738], [2.22612, 1.53187, -3.17667], [-2.34976, -1.34643, -5.26710], [2.95763, -3.72802, 0.14729], [0.75988, 2.09469, 4.95437], [-2.82017, -3.47331, 4.10106], [-4.36670, -1.26240, 3.21958], [-4.71056, -1.25804, 0.73932], [1.60144, 1.13075, 1.70878], [1.19062, -1.49330, -2.81420], [-4.55974, -3.06392, 0.90313], [-3.58280, -1.55649, -1.65172], [2.48223, 2.22523, 4.67796], [1.06272, 1.68589, 1.40741], [5.57136, -0.41939, -0.64209], [2.26443, 0.17835, 2.98596], [-1.91688, 1.35199, -1.94941], [-5.56374, -2.41168, -0.31919], [5.25671, -2.78846, 0.05610], [2.99987, 3.73571, -3.98264], [1.23280, 5.63172, -0.57747], [2.46775, 5.81415, -2.71695]], "energy_ha": -3062.4987, "spin_multiplicity": 1, "fmax_ev_per_a": 7.553, "total_charge": 2}